[1]
C4H4O | ωB97M-V/def2-TZVPD

```
9
Properties=species:S:1:pos:R:3:forces:R:3
C 0.62771 -1.58043 -1.07782 -2.2 -0.7 0.7
C 0.43130 -0.44114 -0.47260 -3.1 3.3 2.3
O 1.00028 0.81170 -0.47026 1.3 1.0 1.2
C -0.09283 0.80936 0.39755 1.5 -4.9 -4.1
C -0.93096 1.40212 1.18622 0.3 2.0 1.8
H 1.52832 -1.74040 -1.51879 2.5 -0.1 -1.7
H -0.05843 -2.44034 -1.18540 0.2 0.9 0.8
H -0.69418 2.38682 1.76352 -0.8 -1.8 -1.5
H -1.81120 0.79232 1.37758 0.2 0.4 0.5
```
Positions in Å, forces in eV/Å.

HOMO level   -9.430 eV
E   -6255.7613 eV
Energy above the lowest of the compared OMol25 structures with the same formula, charge and spin   349.1 kJ/mol
HOMO-LUMO gap   10.428 eV
LUMO level   0.999 eV
2S+1   1

---

[2]
C45H37BiCl2N9O3S | ωB97M-V/def2-TZVPD

```
98
Properties=species:S:1:pos:R:3:forces:R:3
Bi 0.26300 -0.69929 -0.27058 -0.9 0.1 0.2
C 1.68616 2.26017 5.61890 0.0 0.0 0.0
C 1.97665 0.91536 5.80668 0.0 0.0 0.1
C 2.17141 0.09379 4.71121 0.0 0.0 -0.1
C 2.08281 0.61076 3.42090 0.0 0.1 0.1
C 2.18854 -0.27533 2.23451 0.1 -0.1 -0.3
N 2.23347 0.22549 1.00083 0.0 -0.1 0.0
C 2.48903 1.61273 0.86675 0.1 0.1 0.3
N 2.50445 2.17311 -0.41531 0.1 0.1 -0.3
C 2.13250 1.66553 -1.53079 -0.1 0.1 0.4
C 2.43392 2.34889 -2.80750 -0.1 -0.1 -0.4
C 3.19953 3.46356 -3.08926 0.0 0.1 0.1
C 3.33593 3.83744 -4.41977 0.0 0.0 0.1
C 2.71965 3.10555 -5.43551 0.0 0.0 0.0
C 1.95154 1.98649 -5.14810 -0.1 -0.1 0.0
C 1.81142 1.62042 -3.81933 0.3 0.4 0.1
C 1.13936 0.48988 -3.17693 -0.4 -0.2 0.0
N 0.44444 -0.38373 -3.84039 0.2 0.5 -0.2
C 0.04466 -1.54833 -3.30657 0.1 -0.5 0.3
N 0.38205 -2.01825 -2.06838 0.1 0.0 -0.3
C 0.09083 -3.36169 -1.99779 0.1 -0.1 -0.1
N 0.50307 -4.20722 -1.06617 0.0 0.0 0.1
C 1.14640 -3.83001 0.01147 -0.1 -0.2 -0.1
N 1.33449 -2.53689 0.48427 0.3 0.0 0.2
C 2.01913 -2.56741 1.64982 -0.1 -0.1 -0.3
N 2.22557 -1.57530 2.50479 0.0 0.2 0.4
C 2.35890 -3.94822 1.95007 -0.1 -0.1 -0.3
C 3.07959 -4.52553 2.98821 0.0 0.0 0.1
C 3.22721 -5.90077 2.98945 0.1 0.1 0.1
C 2.66709 -6.68622 1.97175 -0.1 0.0 -0.1
C 1.95145 -6.11740 0.93524 0.0 -0.1 0.0
C 1.79331 -4.73461 0.93111 0.1 0.2 0.2
C -0.57959 -3.74220 -3.20924 0.0 0.3 0.0
C -1.17162 -4.93536 -3.62286 0.0 -0.1 -0.1
C -1.80315 -4.95727 -4.84863 0.1 -0.1 0.2
C -1.83679 -3.81704 -5.67080 0.0 0.2 -0.1
C -1.23924 -2.63798 -5.27974 0.0 0.0 -0.2
C -0.61229 -2.59643 -4.03413 0.0 -0.1 0.3
N 1.37195 0.55264 -1.82074 0.2 -0.1 -0.1
C 1.79665 1.96344 3.23131 0.0 -0.1 0.0
C 1.59734 2.77838 4.33668 0.0 0.0 0.0
H 1.52474 2.90683 6.47289 0.0 0.0 0.0
H 2.04566 0.51478 6.81060 0.0 0.0 0.0
H 2.38532 -0.95973 4.82051 0.0 0.0 0.0
H 3.67381 4.01645 -2.28799 0.0 0.0 0.0
H 3.93252 4.70563 -4.67096 0.0 0.0 0.0
H 2.85306 3.41170 -6.46591 0.0 0.0 0.0
H 1.47156 1.40963 -5.92833 0.0 0.0 0.0
H 3.51461 -3.90740 3.76371 0.0 0.0 0.0
H 3.78588 -6.38137 3.78328 0.0 0.0 0.0
H 2.80488 -7.76063 1.99812 0.0 0.0 0.0
H 1.52180 -6.71772 0.14336 0.0 0.0 0.0
H -1.14585 -5.80781 -2.98245 0.0 0.0 0.0
H -2.29387 -5.86285 -5.18473 0.0 0.0 0.0
H -2.34944 -3.87130 -6.62360 0.0 0.0 0.0
H -1.26851 -1.75662 -5.90826 0.0 0.0 0.0
H 1.38351 3.83239 4.19688 0.0 0.0 0.0
O -1.82331 -2.28518 -0.00593 0.2 0.1 -0.1
C -2.46830 -1.61648 -0.85045 -0.2 -0.1 -0.1
O -2.07082 -0.56236 -1.40023 0.1 0.0 0.0
H -3.47142 -1.99447 -1.14242 0.1 0.1 0.1
Cl -5.09494 -0.63737 2.19584 -0.1 0.0 0.0
C -3.52103 -1.24978 2.56349 0.2 -0.1 0.1
C -3.35580 -2.51866 3.08842 0.0 0.0 0.0
C -2.06705 -2.94860 3.35250 -0.1 0.0 0.0
C -1.00889 -2.09214 3.09431 0.1 0.0 0.1
N -1.17386 -0.87279 2.58943 0.1 0.1 -0.1
C -2.40615 -0.46618 2.31420 0.0 -0.1 0.1
H -4.21476 -3.14977 3.27178 0.0 0.0 0.0
H -1.88489 -3.93936 3.74564 0.0 0.0 0.0
H 0.01652 -2.38464 3.29445 -0.1 0.0 0.0
H -2.51571 0.51128 1.86010 -0.1 0.0 0.0
Cl 4.34077 1.88895 1.45692 -0.1 0.0 0.0
C 1.69366 2.48510 1.83102 0.1 -0.1 0.0
H 2.04172 3.51357 1.75579 0.0 0.0 0.0
H 0.64531 2.44828 1.50142 0.0 0.0 -0.1
C -1.44336 3.43870 -3.08961 0.1 0.0 0.1
C -0.59290 4.08045 -1.99315 -0.2 -0.1 -0.1
C -1.32384 4.27692 -0.67119 0.1 -0.4 0.0
S -2.04734 2.69811 -0.05615 0.5 0.8 0.5
O -3.38901 2.59534 -0.66672 -0.5 -0.2 -0.2
C -2.30914 3.28164 1.71092 0.1 -0.3 -0.2
C -3.79033 3.39523 2.03806 -0.1 0.1 -0.1
C -4.42119 4.66753 1.47612 0.0 -0.1 0.0
H -0.87570 3.37992 -4.01942 0.0 0.0 0.0
H -2.34904 4.02260 -3.26690 0.0 0.0 0.0
H -1.74711 2.42678 -2.81648 0.0 0.0 0.0
H -0.22860 5.05495 -2.33147 0.0 0.0 0.0
H 0.28773 3.47056 -1.80543 0.1 0.0 0.0
H -2.17120 4.95984 -0.76285 -0.1 0.0 0.1
H -0.62844 4.63823 0.08950 0.0 0.0 0.0
H -1.79342 4.23083 1.85516 0.0 0.0 0.0
H -1.82182 2.53100 2.33672 0.0 0.0 0.0
H -3.90996 3.36987 3.12393 0.0 0.0 0.0
H -4.31016 2.52712 1.62774 0.0 0.0 0.1
H -3.88360 5.55403 1.82349 0.0 0.0 0.0
H -5.46239 4.75624 1.79095 0.0 0.0 0.0
H -4.40068 4.64156 0.38793 0.0 0.0 0.0
```
Positions in Å, forces in eV/Å.

HOMO level (alpha / beta)   -3.534 / -3.540 eV
E   -108543.8670 eV
Total charge   -1
Energy above the lowest of the compared OMol25 structures with the same formula, charge and spin   0.0 kJ/mol
HOMO-LUMO gap (alpha / beta)   4.935 / 4.942 eV
LUMO level (alpha / beta)   1.402 / 1.402 eV
2S+1   1

---

[3]
C8H18HfNOP | ωB97M-V/def2-TZVPD

```
30
Properties=species:S:1:pos:R:3:forces:R:3
C 3.69407 1.99214 0.22835 -0.2 1.8 -0.6
O 3.71616 0.63392 0.83498 -0.6 -1.9 -2.3
C 3.46605 -0.38328 -0.21727 -0.4 4.3 -1.0
C 1.88470 -0.41584 -0.68394 0.2 -1.1 -0.7
C 1.10798 -1.77096 -0.09392 -1.8 2.1 -2.0
C -0.04646 -1.34950 1.03801 0.8 -0.9 0.2
P -1.59199 -0.82905 0.00796 1.1 1.8 2.2
C -2.95145 -0.04929 1.09937 -2.4 1.1 -0.2
C -4.05159 0.71899 0.15270 -2.9 1.1 -0.7
C -3.96966 0.88800 -1.48441 -0.1 0.3 1.2
N -5.14015 1.28847 0.80366 6.0 -1.8 -0.6
H 4.46464 2.09942 -0.65841 -1.4 -0.3 1.9
H 3.92505 2.80271 1.06805 -0.3 -2.2 -1.7
H 2.61696 2.25372 -0.17379 2.0 -0.6 0.7
H 3.86395 -1.42361 0.17635 -0.1 1.1 0.5
H 4.11913 -0.09024 -1.17212 -1.1 -0.9 2.0
H 1.27691 0.54549 -0.37829 1.7 -1.8 -0.3
H 1.87925 -0.42760 -1.87676 -0.1 -0.1 2.6
H 1.84694 -2.59181 0.29315 -1.6 0.9 0.2
H 0.48369 -2.18417 -1.02265 1.8 0.1 2.0
H -0.33524 -2.25789 1.74058 0.5 1.9 -1.4
H 0.31788 -0.42613 1.67509 -0.8 -1.6 -1.1
H -1.10081 0.27926 -0.82038 -0.4 -1.1 0.2
H -2.53571 0.76310 1.86427 0.2 -1.6 -0.9
H -3.54750 -0.83838 1.75360 0.8 1.5 -1.2
H -4.68648 0.09095 -1.96186 1.3 1.4 0.6
H -4.41224 1.97222 -1.71820 0.6 -2.2 0.6
H -2.88425 0.88832 -1.92227 -2.1 -0.3 0.9
H -5.06969 1.12118 1.84828 -1.4 -0.4 -0.7
Hf 3.65985 -3.30015 -0.40015 0.7 -0.5 -0.4
```
Positions in Å, forces in eV/Å.

HOMO level   -22.236 eV
E   -22656.9903 eV
Total charge   +4
HOMO-LUMO gap   2.772 eV
LUMO level   -19.465 eV
2S+1   1

---

[4]
CHN3O2 | ωB97M-V/def2-TZVPD

```
7
Properties=species:S:1:pos:R:3:forces:R:3
N 0.70643 -0.98963 0.05350 -0.6 -1.0 0.0
N 1.81182 -0.92301 -0.01040 -1.0 0.5 0.3
O 2.95352 -0.73932 -0.04374 2.1 0.0 -0.2
N -1.96876 0.45125 0.01213 -2.9 -2.2 0.3
C -0.88770 0.90191 -0.10187 -0.8 1.0 0.6
O 0.03107 1.60635 -0.16024 1.5 0.4 -0.4
H -2.64638 -0.30757 0.25061 1.8 1.4 -0.5
```
Positions in Å, forces in eV/Å.

HOMO level   -10.993 eV
E   -9616.2168 eV
Energy above the lowest of the compared OMol25 structures with the same formula, charge and spin   114.7 kJ/mol
HOMO-LUMO gap   11.879 eV
LUMO level   0.886 eV
2S+1   1

---

[5]
C21H31O3Pm | ωB97M-V/def2-TZVPD

```
56
Properties=species:S:1:pos:R:3:forces:R:3
O 0.75750 -0.84587 -1.80425 0.5 0.2 -3.3
C 1.22368 0.29763 -2.65419 -0.4 3.9 2.4
C 1.08886 -0.19916 -4.04407 0.2 0.3 0.7
H 2.18338 0.67251 -2.24623 -0.5 -0.2 -0.4
H 0.43385 1.07687 -2.68505 1.5 -0.6 1.5
C 0.81350 -1.46209 -3.20561 0.0 -2.3 -1.2
H 1.94758 0.02922 -4.67800 0.1 -1.2 0.1
H 0.24844 0.38314 -4.44567 -0.1 -1.0 -0.4
C 1.95689 -2.45651 -3.27007 0.1 -0.3 0.5
H 2.94264 -1.98183 -3.25170 -0.2 -0.1 0.2
H 1.89948 -3.10296 -4.14414 -0.1 0.3 -0.3
H 1.84607 -3.14446 -2.42856 0.2 0.1 0.2
C -0.47460 -2.13231 -3.57062 0.1 0.1 0.6
H -1.24293 -1.36263 -3.65135 -0.3 -0.4 -0.1
H -0.69764 -2.85061 -2.78407 -0.4 -0.1 0.0
H -0.31299 -2.67006 -4.50333 -0.3 0.1 -0.1
Pm 0.17502 -1.15601 1.05985 -2.2 1.8 0.4
C -1.11458 -0.98004 3.62692 0.2 0.1 0.6
C -0.90642 0.54084 3.69754 -0.1 -1.8 -0.2
C -1.57255 0.96622 2.42512 -0.5 0.1 -1.2
H -1.34747 0.93261 4.62500 0.4 0.6 0.1
C -2.36853 -0.05028 1.94612 -0.4 -0.9 -0.1
C -2.06282 -1.26540 2.64734 -1.1 0.0 -1.5
H -2.52441 -2.22384 2.40753 0.0 0.2 0.4
H -0.93853 -1.65552 4.47116 0.1 0.5 -0.3
H -1.41375 1.91840 1.94514 -0.3 0.4 0.3
H -3.15344 0.05609 1.20992 0.1 -0.1 -0.2
C 1.30456 -2.37059 3.08360 0.0 -0.4 0.7
C 0.61815 -3.33092 2.29246 0.7 -0.4 -0.1
C 1.27784 -3.38937 1.03432 1.1 -0.3 0.2
H -0.26046 -3.88599 2.60698 0.2 0.1 -0.2
C 2.38400 -2.45887 1.07176 0.0 -0.8 -0.4
C 2.36819 -1.83607 2.34820 0.8 -0.4 -0.5
H 3.07545 -1.06181 2.67676 -0.5 -0.5 -0.2
H 1.04174 -2.07269 4.09683 0.3 -0.3 -0.5
H 0.97024 -3.99183 0.18149 0.2 0.0 0.2
H 3.11129 -2.24338 0.26333 -0.7 -0.2 0.6
O -0.38640 2.50976 -2.17264 -1.5 0.0 2.0
C -1.77614 1.91156 -1.76363 2.2 1.2 -1.2
C -2.48764 3.15921 -2.27648 -0.6 -0.5 1.4
H -1.66121 1.78303 -0.66405 -0.7 0.2 -0.6
H -2.10098 0.95565 -2.17362 0.8 0.0 -0.6
C -1.90716 4.10118 -1.19252 -0.4 0.1 0.1
H -3.55582 2.98494 -2.39097 -0.3 0.6 0.6
H -2.10440 3.44364 -3.26189 0.0 -0.4 0.2
C -0.40675 3.66057 -1.23086 0.5 -1.1 -0.4
H -2.28900 3.76067 -0.20016 -0.1 0.7 -0.7
H -2.13738 5.16330 -1.37694 0.4 -0.4 0.3
H -0.04257 3.23655 -0.26140 -0.5 0.6 -0.5
H 0.35080 4.38719 -1.55187 -0.5 -0.1 -0.2
C 1.24665 1.61782 4.40852 1.8 0.7 0.6
C 0.52600 0.79666 3.47866 -0.9 -0.4 -1.6
O 1.01439 0.41412 2.37367 0.8 2.3 1.8
H 0.78096 2.57377 4.71918 -0.2 -0.8 -0.2
H 2.17346 1.83978 3.90569 0.7 0.3 0.1
H 1.48595 1.00815 5.28088 0.0 0.2 0.3
```
Positions in Å, forces in eV/Å.

HOMO level (alpha / beta)   -4.195 / -4.219 eV
E   -44968.8693 eV
<S²>   6.310
Energy above the lowest of the compared OMol25 structures with the same formula, charge and spin   7.8 kJ/mol
HOMO-LUMO gap (alpha / beta)   4.571 / 4.611 eV
LUMO level (alpha / beta)   0.376 / 0.392 eV
2S+1   5

---

[6]
C30H48Cl2LaN3O6Si | ωB97M-V/def2-TZVPD

```
91
Properties=species:S:1:pos:R:3:forces:R:3
C -2.99523 3.78074 0.33031 -0.4 -0.3 0.1
C -1.68691 3.71576 1.05999 0.6 0.3 0.7
H -3.76538 4.33278 0.88687 0.2 -0.2 -0.2
H -3.36873 2.76557 0.12541 0.1 0.3 0.0
H -2.85117 4.29224 -0.63808 0.0 -0.2 0.3
C -1.44011 4.39772 2.19548 0.0 -0.1 -0.7
C -2.44111 5.15028 3.00576 -0.4 0.5 0.3
H -0.41732 4.51144 2.55290 -0.2 -0.4 0.0
H -3.47221 4.79787 2.86933 0.3 0.1 0.0
H -2.41876 6.22655 2.77952 -0.1 -0.1 0.0
H -2.21076 5.07883 4.07817 0.0 -0.1 -0.2
La -0.35602 -1.14095 0.35894 0.4 1.8 -0.2
Cl -2.23316 -2.89272 1.51354 -0.1 -0.1 -0.2
C 2.80334 0.25035 0.74936 -1.0 0.0 0.4
O 1.75493 -0.15265 1.30564 1.3 0.2 -0.5
N 4.00376 0.14440 1.31439 0.0 0.1 0.3
C 4.15416 -0.56676 2.57836 0.1 0.2 0.0
C 5.11682 0.97665 0.88208 0.0 -0.1 -0.1
H 2.79880 0.72162 -0.24930 0.0 0.0 0.5
H 3.30738 -1.24064 2.72349 0.2 0.1 -0.1
H 4.20624 0.13623 3.42267 -0.1 -0.1 -0.2
H 5.09130 -1.13286 2.54132 -0.2 0.0 0.0
H 4.89198 1.37534 -0.11527 0.2 -0.1 0.3
H 6.03234 0.37157 0.85357 -0.2 0.2 -0.1
H 5.26957 1.82325 1.57207 -0.1 -0.3 -0.2
H 1.67586 -6.30138 -2.04286 0.1 0.1 0.2
H 0.53308 -5.68536 -3.91831 -0.2 0.2 0.0
C 0.96071 -5.89234 -1.32765 0.2 -0.1 -0.1
C -0.30866 -5.24121 -3.37510 -0.4 0.0 0.1
N 0.13038 -4.91967 -2.02477 -0.1 -0.4 0.0
H 1.47351 -5.40880 -0.49480 -0.1 -0.1 -0.2
C -0.31767 -3.85106 -1.38266 0.7 0.8 1.1
O 0.20843 -3.43602 -0.31830 -0.9 -0.9 -1.5
H -0.63014 -4.31844 -3.87489 0.1 -0.3 0.1
H -1.18304 -3.33314 -1.85166 0.6 -0.2 0.1
H 0.35156 -6.72513 -0.95252 0.0 0.2 0.0
H -1.14370 -5.95747 -3.36669 0.2 0.1 0.0
H -2.62972 1.57509 2.45771 0.1 -0.2 0.2
H -1.02881 2.77074 4.58011 -0.1 -0.2 0.0
C -2.60164 0.78032 3.21612 0.0 0.4 -0.4
C -1.13168 1.75460 4.98351 0.1 -0.1 -0.1
N -1.31206 0.78993 3.90780 0.4 -0.8 0.7
H -2.76536 -0.17593 2.71034 0.1 0.1 0.2
C -0.37880 -0.16324 3.72363 -0.7 0.2 -1.0
O -0.39306 -0.95178 2.76448 0.2 0.6 1.5
H -0.20338 1.50487 5.51015 -0.3 0.1 0.1
H 0.43805 -0.18223 4.46915 -0.3 0.1 -0.2
H -3.38858 0.97150 3.95659 0.2 -0.2 -0.1
H -1.98681 1.71431 5.66839 0.2 0.0 0.0
O -1.03512 1.48062 0.49615 0.2 -1.7 0.6
C -0.65336 2.78392 0.39978 0.7 0.2 -0.8
C 0.96683 2.56019 2.25778 0.2 0.0 0.5
C 0.77007 2.99743 0.95553 -0.8 0.3 -0.2
H 0.12527 2.06557 2.74430 0.5 0.1 -0.3
C 2.15126 2.81581 2.94201 -0.3 0.0 -0.2
H -0.66270 3.04159 -0.68058 0.3 0.4 0.0
C 1.80024 3.64772 0.27578 -0.1 -0.1 0.3
H 2.27077 2.45169 3.96214 0.1 0.2 -0.1
C 3.14098 3.56568 2.31369 0.2 0.1 -0.3
C 2.97447 3.96007 0.97996 0.0 -0.1 -0.3
H 1.64357 3.92087 -0.77949 0.2 0.0 0.6
H 4.04012 3.85687 2.86056 -0.2 -0.1 -0.2
H 3.75911 4.52130 0.46625 -0.2 -0.2 0.2
Si -4.37472 -1.32076 -1.52383 -0.3 0.1 0.6
Cl -2.93518 -0.05326 -0.50230 -1.7 -0.2 -1.0
C -5.10234 -2.44962 -0.21977 0.1 -0.5 0.3
C -3.38849 -1.91811 -2.99491 0.3 -0.3 -0.5
C -5.95388 -0.48567 -2.14329 0.1 0.6 -0.2
H -4.61873 -2.34265 0.76397 -0.1 0.0 -0.4
H -5.02963 -3.51822 -0.46009 0.0 0.2 0.0
H -6.17300 -2.21123 -0.11775 0.3 -0.1 -0.1
H -6.61686 -0.22463 -1.30456 0.3 0.0 -0.2
H -6.52897 -1.19417 -2.77218 0.4 0.1 0.3
H -5.79217 0.41559 -2.74892 0.0 -0.2 0.1
H -2.29794 -1.80620 -2.91153 -0.3 0.1 0.2
H -3.67595 -1.30323 -3.86302 0.0 -0.2 0.2
H -3.57011 -2.96839 -3.25903 -0.2 0.2 0.1
O 1.99214 -1.33950 -1.06862 -0.9 0.0 -0.9
C 1.44448 -1.17164 -2.20523 -0.4 0.0 0.8
O 0.19602 -0.93626 -2.34682 0.8 -0.3 0.3
C 2.34204 -1.28820 -3.40361 0.4 0.1 -0.2
C 2.05399 -0.66178 -4.61768 0.2 -0.3 0.0
C 2.92530 -0.81222 -5.70420 0.1 -0.1 0.2
C 4.08696 -1.58340 -5.57894 -0.3 0.0 0.3
C 4.38711 -2.18336 -4.34744 -0.2 0.2 -0.3
C 3.52935 -2.01898 -3.26485 0.0 0.0 -0.2
H 1.15133 -0.05797 -4.68721 0.1 -0.2 -0.1
H 2.69574 -0.32642 -6.65144 0.1 -0.1 0.2
H 4.75202 -1.71777 -6.43465 -0.2 0.1 0.3
H 5.28783 -2.78535 -4.24380 -0.1 0.2 0.0
H 3.77991 -2.44675 -2.29644 -0.2 0.1 -0.2
```
Positions in Å, forces in eV/Å.

HOMO level   -7.304 eV
E   -82433.8267 eV
Energy above the lowest of the compared OMol25 structures with the same formula, charge and spin   164.9 kJ/mol
HOMO-LUMO gap   7.792 eV
LUMO level   0.488 eV
2S+1   1